1.
85
Properties=species:S:1:pos:R:3:forces:R:3 method="wB97M-V/def2-TZVPD" orbital_gap_ev="7.08 / 6.88" e_above_lowest_kcal_mol=2.3 multiplicity=2 e_tot_ev=-116565.2684
Fe 0.18307 0.41484 0.40309 0.9 -0.7 0.0
C -1.16856 1.17694 -3.13715 0.0 0.0 0.0
C -0.21058 0.12909 -3.66775 0.1 0.0 0.1
C 1.14799 0.77314 -3.96958 0.0 -0.1 -0.1
C -0.02004 -1.03775 -2.73713 -0.1 0.0 0.1
C -0.02760 -2.37562 -3.14107 0.1 0.0 -0.1
C 0.43130 -3.07566 -2.04916 0.0 0.0 0.0
N 0.66353 -2.20505 -1.06259 0.1 0.1 0.0
N 0.36070 -0.94208 -1.45140 -0.6 0.4 -0.3
B 1.30225 -2.49940 0.30714 0.0 -0.2 -0.1
N 0.20746 -2.36946 1.35366 0.1 0.1 0.2
C -0.24720 -3.29202 2.20379 0.0 -0.1 0.0
C -1.29949 -2.75081 2.90185 -0.1 0.0 0.0
C -1.43460 -1.44878 2.40296 0.2 0.0 -0.2
N -0.49540 -1.22358 1.46572 -0.4 0.1 0.1
C -2.47220 -0.45907 2.82887 0.0 -0.1 0.1
C -2.29167 -0.09353 4.30359 0.0 0.1 0.0
C -3.88413 -0.99622 2.57444 0.0 0.0 0.0
N 2.39510 -1.46292 0.56201 0.2 -0.1 0.1
C 3.70410 -1.63797 0.79272 0.0 0.1 0.0
C 4.31107 -0.40149 0.78296 0.0 0.0 -0.1
C 3.27414 0.50839 0.51419 0.0 0.1 0.0
N 2.12617 -0.15301 0.41413 -0.2 -0.2 0.1
C 3.39971 1.99079 0.28263 -0.1 0.0 0.2
C 2.17634 2.58718 -0.41345 0.1 -0.2 -0.1
C 3.69756 2.72917 1.59040 0.0 0.0 -0.1
H -1.20143 2.04685 -3.79692 0.0 0.0 0.0
H -0.80752 1.50593 -2.16429 0.0 0.1 0.1
H -2.18284 0.78261 -3.03378 0.1 0.0 0.0
H -0.60574 -0.28427 -4.59839 0.0 0.0 0.0
H 1.53968 1.25014 -3.07161 0.0 0.0 0.0
H 1.05393 1.52971 -4.75121 0.0 0.0 0.0
H 1.87554 0.02785 -4.29353 0.0 0.0 0.0
H -0.28876 -2.76668 -4.11003 0.0 0.0 0.0
H 0.61944 -4.12752 -1.90963 0.0 0.0 0.0
H 1.76285 -3.61191 0.32590 0.0 0.1 0.0
H 0.20119 -4.27083 2.24366 0.0 0.0 0.0
H -1.89650 -3.22664 3.66080 0.0 0.0 0.0
H -2.33528 0.42901 2.23158 0.0 0.2 -0.1
H -2.48840 -0.96093 4.93792 0.0 0.0 0.0
H -2.98423 0.70206 4.58967 0.0 0.0 0.0
H -1.27584 0.24695 4.50472 0.0 0.0 0.0
H -4.07958 -1.87119 3.19846 0.0 0.0 0.0
H -4.01765 -1.29026 1.53210 0.0 0.0 0.0
H -4.62931 -0.23506 2.81710 0.0 0.0 0.0
H 4.11196 -2.62599 0.92613 0.0 0.0 0.0
H 5.35738 -0.18267 0.91104 0.0 0.0 0.0
H 4.25668 2.12198 -0.38468 0.0 0.0 0.0
H 1.31573 2.56752 0.25649 -0.1 0.1 0.1
H 1.93826 2.04461 -1.33108 0.0 0.0 0.1
H 2.35388 3.63065 -0.67600 0.0 0.0 0.0
H 2.86392 2.60440 2.27839 0.0 0.0 0.1
H 3.84343 3.79559 1.40470 0.0 0.0 0.0
H 4.59558 2.33810 2.07091 0.0 0.0 0.0
Cl -3.18552 5.39221 3.78923 0.1 0.0 -0.1
C -2.05730 4.16561 3.27847 -0.1 0.0 0.0
C -1.00050 3.84455 4.07826 0.1 -0.1 0.0
C -0.09328 2.83912 3.70321 0.0 0.0 0.1
I 1.42322 2.29879 5.01248 0.0 0.0 0.0
C -0.21260 2.14564 2.50516 0.5 0.0 -0.1
O 0.61624 1.24544 2.07595 -0.4 0.5 0.4
C -1.32929 2.49315 1.68659 -0.2 -0.2 -0.1
N -1.47229 1.72811 0.55513 0.1 0.1 -0.1
C -2.50203 1.97746 -0.21972 -0.1 -0.1 -0.1
C -3.47108 2.95373 0.06226 0.0 0.0 0.0
C -3.36128 3.69286 1.20097 0.0 0.0 0.0
C -2.26391 3.47771 2.06106 -0.1 0.1 0.0
H -0.86127 4.36650 5.01520 0.0 0.0 0.0
H -2.58949 1.37998 -1.11005 0.0 -0.1 0.0
H -4.30017 3.09124 -0.61809 0.0 0.0 0.0
H -4.10642 4.43101 1.46403 0.0 0.0 0.0
Cl -3.23903 -4.40011 -2.12537 0.0 0.0 0.0
C -4.19337 -2.96722 -2.36880 0.0 0.0 0.0
C -5.25570 -3.04001 -3.24398 0.0 0.0 0.0
C -6.05410 -1.92477 -3.46710 0.0 0.0 0.0
C -5.77450 -0.73474 -2.79894 0.0 0.0 0.0
C -4.70523 -0.66198 -1.93466 0.0 0.0 0.0
C -3.85781 -1.77035 -1.67952 0.2 -0.2 0.1
C -2.76085 -1.70460 -0.80249 -0.2 0.0 0.0
H -5.45849 -3.97207 -3.75364 0.0 0.0 0.0
H -6.88931 -1.98780 -4.15138 0.0 0.0 0.0
H -6.40129 0.13381 -2.95508 0.0 0.0 0.0
H -4.50395 0.26019 -1.41020 0.0 0.1 0.1
H -2.44546 -0.79035 -0.31340 -0.2 -0.1 -0.1
H -2.20522 -2.59704 -0.55625 0.1 0.0 -0.1

2.
85
Properties=species:S:1:pos:R:3:forces:R:3 method="wB97M-V/def2-TZVPD" orbital_gap_ev="3.93 / 8.29" e_above_lowest_kcal_mol=9.0 multiplicity=2 e_tot_ev=-114174.3431
Lu -0.06766 -0.00017 -0.00868 -1.7 0.3 0.7
C -4.16316 3.77742 0.56499 0.2 -0.1 -0.1
C -3.51220 2.47574 0.89025 -0.3 -0.2 0.5
C -3.92393 1.53011 1.80053 0.1 0.2 -0.2
C -2.97874 0.48647 1.72934 -0.3 -0.3 0.4
N -2.03767 0.80055 0.81497 0.6 -0.4 -0.1
N -2.37075 2.02649 0.30401 0.0 0.8 -0.5
B -1.58860 2.72816 -0.82458 -0.4 -0.5 0.3
N -1.55665 1.79444 -2.05271 -0.2 0.3 -0.2
N -1.29532 0.47885 -1.87760 0.4 -0.2 -0.4
C -1.46701 -0.12303 -3.06321 -0.2 0.2 -0.1
C -1.83710 0.83738 -4.01916 0.0 -0.1 0.1
C -1.88567 2.03901 -3.34050 0.0 -0.2 -0.1
C -2.21193 3.39314 -3.87352 0.1 0.0 0.1
C -1.39061 -1.57304 -3.18821 0.0 -0.1 0.1
C -1.27549 -2.37095 -2.04789 0.1 0.1 -0.2
C -1.32358 -3.74964 -2.13684 0.0 -0.1 0.1
C -1.45414 -4.36118 -3.37387 0.0 0.0 0.0
C -1.54437 -3.58029 -4.51975 0.0 0.0 0.0
C -1.51949 -2.19975 -4.42864 0.0 0.0 0.0
N -0.12696 2.97429 -0.35392 0.2 0.3 -0.1
N 0.43021 2.13341 0.54447 0.8 0.2 0.3
C 1.62523 2.64353 0.88567 -0.3 0.2 -0.2
C 1.84883 3.81229 0.15137 0.1 -0.1 0.2
C 0.71309 3.99148 -0.61909 0.0 -0.1 0.0
C 0.41700 5.07198 -1.60123 0.0 -0.1 0.0
C 2.40648 2.06622 1.98289 0.0 0.0 0.2
C 1.79914 1.20870 2.90197 0.0 0.1 0.0
C 2.49779 0.76012 4.00985 0.0 -0.1 0.0
C 3.80316 1.17248 4.22702 0.1 -0.1 0.0
C 4.41201 2.03546 3.32680 0.1 0.0 0.0
C 3.72064 2.47411 2.21069 0.0 0.0 -0.1
C -2.95385 -0.76239 2.46089 0.0 0.5 -0.5
C -2.13105 -1.81816 2.04428 0.2 0.2 0.2
C -2.08869 -3.01184 2.74848 0.0 -0.1 0.1
C -2.87601 -3.18225 3.87509 0.2 -0.2 -0.1
C -3.71073 -2.14690 4.29306 -0.1 0.3 0.0
C -3.74744 -0.95255 3.59874 -0.1 -0.3 0.2
H -5.03878 3.90320 1.19792 0.0 0.0 0.0
H -4.47857 3.81306 -0.47992 0.0 0.0 0.0
H -3.48229 4.61300 0.73719 0.0 0.0 0.0
H -4.80699 1.57625 2.41451 0.0 0.0 0.0
H -2.10840 3.76034 -1.10569 0.0 0.1 -0.1
H -2.06687 0.67807 -5.05857 0.0 0.0 0.0
H -2.59447 3.29920 -4.88724 0.0 0.0 0.0
H -1.31981 4.02171 -3.89907 0.0 0.0 0.0
H -2.95715 3.89893 -3.25946 0.0 0.0 0.0
H -1.19788 -1.90472 -1.06783 -0.2 -0.2 0.0
H -1.27358 -4.34739 -1.23527 0.0 0.0 0.0
H -1.48956 -5.44068 -3.44530 0.0 0.0 0.0
H -1.64777 -4.05225 -5.48854 0.0 0.0 0.0
H -1.60547 -1.59852 -5.32421 0.0 0.0 0.0
H 2.69836 4.47187 0.20447 0.0 0.0 0.0
H 0.98971 5.96459 -1.35775 0.0 0.0 0.0
H -0.64325 5.31898 -1.61669 0.0 0.0 0.0
H 0.70187 4.75499 -2.60690 0.0 0.0 0.0
H 0.75429 0.94091 2.78703 0.0 0.0 0.0
H 2.01188 0.09877 4.71637 0.0 0.0 0.0
H 4.34359 0.82778 5.09955 0.0 0.0 0.0
H 5.42758 2.36946 3.49860 0.0 0.0 0.0
H 4.19387 3.15030 1.50892 0.0 0.0 0.0
H -1.54396 -1.71799 1.13894 0.0 -0.1 -0.2
H -1.43838 -3.81154 2.41357 0.0 0.0 0.0
H -2.84066 -4.11319 4.42601 0.0 0.0 0.0
H -4.33169 -2.27626 5.17061 0.0 0.0 0.0
H -4.38567 -0.15204 3.95049 0.0 0.0 0.0
C 1.92108 -5.27057 -1.69611 0.0 0.2 0.0
C 2.65451 -4.17591 -0.95675 0.1 -0.1 -0.1
O 2.19926 -2.89548 -1.44807 -0.1 0.2 0.0
P 2.39660 -1.60208 -0.53616 1.2 -0.9 -0.4
S 2.02092 -0.00082 -1.64103 0.1 -0.2 0.2
S 1.36047 -1.86117 1.17423 0.1 0.2 -0.3
O 3.96734 -1.74248 -0.26011 -0.3 -0.1 0.0
C 4.70869 -0.85068 0.58402 0.2 0.0 0.2
C 5.20799 -1.60030 1.80223 -0.1 0.0 -0.2
H 2.32947 -6.24046 -1.41201 0.0 0.0 0.0
H 2.02932 -5.13673 -2.77235 0.0 0.0 0.0
H 0.86142 -5.24731 -1.45137 0.0 0.0 0.0
H 3.72967 -4.23483 -1.13003 0.0 0.0 0.0
H 2.47059 -4.23743 0.11792 0.0 0.0 0.0
H 4.09489 0.00435 0.87224 -0.1 0.0 0.0
H 5.54320 -0.48981 -0.01794 0.0 0.1 0.0
H 4.36826 -1.92144 2.41671 0.0 0.0 0.1
H 5.85100 -0.94646 2.39031 0.0 0.0 0.1
H 5.78061 -2.47695 1.49656 0.0 0.0 0.0